Record 1
Density functional theory data (the ωB97M-V functional and the def2-TZVPD basis) for C14H21N7O3 in the gas phase.

For the relative energy (zero: lowest compared OMol25 entry of this formula, charge and spin), the calculation gives 24.7 kJ/mol. The calculation puts the orbital gap at 8.76 eV. The value obtained for the HOMO energy is -8.087 eV.

Structure (ORCA input):
```
! wB97M-V def2-TZVPD RIJCOSX def2/J DEFGRID3
* xyz 0 1
O -1.760 -2.628 -5.646
O -0.286 2.648 0.351
O -4.094 -1.624 -6.648
C -2.497 -2.140 -4.804
C 0.502 2.676 1.286
C -0.888 -2.338 -2.877
C -3.106 -1.515 -2.482
C -0.657 -2.352 -1.495
C -2.866 -1.479 -1.140
C -2.154 -1.981 -3.400
C -1.647 -1.904 -0.626
N -3.698 -1.581 -5.258
N 3.612 4.078 1.357
N 1.426 3.701 1.262
N -1.566 -1.931 0.787
N 2.985 2.366 2.383
N 2.634 0.256 2.239
N -0.275 0.373 2.080
C 2.532 3.684 2.175
C -0.295 -2.071 1.515
C 1.826 -0.944 2.310
C 0.496 1.632 2.389
C 1.986 1.403 2.873
C 0.525 -0.762 1.517
H -3.399 -2.116 -7.099
H -0.063 -2.655 -3.530
H -4.042 -1.140 -2.816
H 0.315 -2.721 -1.154
H -3.656 -1.142 -0.471
H -4.281 -1.055 -4.562
H 4.534 3.798 1.720
H 3.597 5.070 1.216
H 1.694 3.998 0.333
H -2.249 -1.342 1.251
H 3.371 2.033 1.470
H 3.598 0.104 2.543
H -1.043 0.574 1.412
H 2.362 4.277 3.094
H 0.285 -2.906 1.090
H -0.561 -2.329 2.549
H 1.634 -1.278 3.326
H 2.392 -1.740 1.846
H -0.042 2.104 3.207
H 2.044 1.395 3.972
H 0.776 -0.494 0.453
*
```

=====

Record 2
Density functional theory data (the ωB97M-V functional and the def2-TZVPD basis) for 2 unconnected molecules or ions with the total composition C14H22Cl2O6.

For the relative energy (zero: lowest compared OMol25 entry of this formula, charge and spin), the calculation gives 802.9 kJ/mol. The calculation puts the orbital gap at 9.52 eV. The value obtained for the HOMO energy is -9.583 eV.

Structure (ORCA input):
```
! wB97M-V def2-TZVPD RIJCOSX def2/J DEFGRID3
* xyz 0 1
C -0.403 0.651 4.403
C -1.304 1.032 3.050
O -0.698 1.690 2.043
O -2.714 0.611 3.078
C -2.934 -0.569 2.177
C -2.883 -1.955 3.050
C -2.268 -3.256 2.203
O -1.823 -4.116 3.350
C -0.336 -3.954 3.390
O 0.477 -3.678 4.413
O -0.012 -4.126 1.934
C -0.884 -3.055 1.347
C -0.880 -3.235 -0.282
Cl -1.261 -4.886 -1.090
C -0.531 -2.081 -1.181
C -0.137 -0.561 -0.619
Cl -0.521 -2.260 -3.063
H -0.394 -0.509 4.601
H 0.657 1.150 4.402
H -0.995 1.132 5.314
H -4.053 -0.444 1.782
H -2.175 -0.557 1.287
H -3.975 -2.217 3.388
H -2.202 -1.764 3.987
H -3.183 -3.809 1.672
H -0.421 -2.093 1.837
H 0.699 -0.083 -1.321
H -1.126 0.073 -0.580
H 0.313 -0.569 0.461
C 1.500 4.412 -3.060
C 2.057 3.148 -2.427
O 1.737 1.962 -3.150
C 2.208 1.891 -4.494
C 3.720 1.981 -4.609
H 0.409 4.344 -3.157
H 1.745 5.287 -2.447
H 1.906 4.581 -4.059
H 1.622 3.035 -1.429
H 3.140 3.223 -2.284
H 1.718 2.656 -5.106
H 1.880 0.923 -4.891
H 4.104 2.932 -4.234
H 4.028 1.883 -5.655
H 4.196 1.183 -4.028
*
```

=====

Record 3
Density functional theory data (the ωB97M-V functional and the def2-TZVPD basis) for a molecular structure, C14H22Cl3O12P3Ru.

For the relative energy (zero: lowest compared OMol25 entry of this formula, charge and spin), the calculation gives 118.5 kJ/mol. The calculation puts the orbital gap (spin up / spin down) at 7.87 / 7.92 eV. As for the expectation value of S²: 0.77. The value obtained for the HOMO energy (spin up / spin down) is -5.650 / -5.691 eV.

Structure (ORCA input):
```
! wB97M-V def2-TZVPD RIJCOSX def2/J DEFGRID3
* xyz -1 2
Ru -0.679 0.207 -0.296
Cl 5.744 -3.385 0.587
C 4.123 -2.869 0.161
C 3.802 -1.527 0.180
C 2.518 -1.162 -0.169
Cl 2.064 0.506 -0.196
C 1.493 -2.050 -0.528
O 0.290 -1.651 -0.852
C 1.899 -3.400 -0.545
Cl 0.757 -4.614 -1.037
C 3.176 -3.807 -0.206
H 4.532 -0.779 0.453
H 3.425 -4.859 -0.229
O -1.626 0.587 -2.578
P -2.978 0.360 -1.680
O -4.214 0.701 -2.373
O -2.556 1.033 -0.343
O -2.681 -1.194 -1.417
P -2.711 -1.904 0.086
O -2.045 -3.284 -0.282
O -4.076 -2.044 0.582
O -1.655 -1.038 0.867
H -1.614 1.479 -2.947
H -1.141 -3.122 -0.613
C -2.294 4.846 2.666
C -2.687 3.603 1.885
C -4.027 3.780 1.193
C -2.713 2.373 2.779
O -1.733 3.466 0.786
P -0.394 2.673 0.674
O -0.340 1.341 1.415
O -0.142 2.355 -0.785
O 0.713 3.615 1.290
C 1.345 4.754 0.639
C 0.404 5.476 -0.318
C 2.564 4.226 -0.100
C 1.749 5.675 1.777
H -3.035 5.046 3.442
H -2.243 5.713 2.004
H -1.320 4.711 3.141
H -4.823 3.850 1.936
H -4.218 2.926 0.543
H -4.027 4.687 0.585
H -3.493 2.518 3.528
H -1.762 2.219 3.289
H -2.931 1.473 2.204
H 0.148 4.849 -1.172
H 0.898 6.380 -0.676
H -0.521 5.758 0.185
H 2.254 3.526 -0.877
H 3.226 3.703 0.593
H 3.113 5.048 -0.563
H 0.864 6.069 2.281
H 2.336 6.511 1.393
H 2.347 5.128 2.508
*
```

=====

Record 4
Density functional theory data (the ωB97M-V functional and the def2-TZVPD basis) for a molecular structure, C14H22ClNO7PPdSSe.

For the relative energy (zero: lowest compared OMol25 entry of this formula, charge and spin), the calculation gives 19.0 kJ/mol. The calculation puts the orbital gap (spin up / spin down) at 7.89 / 7.01 eV. As for the expectation value of S²: 2.01. The value obtained for the HOMO energy (spin up / spin down) is -5.293 / -5.617 eV.

Structure (ORCA input):
```
! wB97M-V def2-TZVPD RIJCOSX def2/J DEFGRID3
* xyz -1 3
Pd -0.854 -1.239 1.130
Se -1.617 0.861 2.413
C -3.220 1.324 1.628
N -4.225 1.634 1.147
C 4.444 4.565 1.439
C 3.846 3.187 1.532
C 2.468 3.004 1.440
C 1.906 1.744 1.550
C 2.724 0.641 1.755
C 4.097 0.801 1.845
C 4.649 2.071 1.734
S 2.014 -0.988 1.858
O 3.123 -1.887 2.030
O 1.007 -0.971 2.919
O 1.300 -1.147 0.557
H 3.895 5.187 0.731
H 5.486 4.523 1.122
H 4.412 5.069 2.408
H 1.824 3.862 1.279
H 0.833 1.619 1.476
H 4.717 -0.071 1.997
H 5.724 2.193 1.800
O -0.646 -3.614 1.031
Cl -1.869 -3.902 1.804
O -2.628 -4.910 1.134
O -2.630 -2.640 1.803
O -1.531 -4.288 3.129
C -3.132 -2.844 -2.858
C -2.672 -2.615 -1.421
P -1.720 -1.090 -1.087
C -2.874 0.249 -1.537
C -2.284 1.659 -1.510
C -0.395 -1.121 -2.350
C 0.631 0.010 -2.278
H -3.715 -3.764 -2.916
H -2.290 -2.950 -3.543
H -3.765 -2.034 -3.223
H -2.046 -3.442 -1.081
H -3.522 -2.590 -0.735
H -3.684 0.179 -0.808
H -3.296 0.031 -2.521
H -1.640 1.808 -0.642
H -3.086 2.393 -1.442
H -1.703 1.862 -2.410
H -0.860 -1.157 -3.339
H 0.108 -2.080 -2.189
H 0.184 0.980 -2.495
H 1.419 -0.163 -3.013
H 1.093 0.051 -1.295
*
```

=====

Record 5
Density functional theory data (the ωB97M-V functional and the def2-TZVPD basis) for a gas-phase ion, C14H22F2NO (charge +1).

The calculation puts the orbital gap at 9.08 eV. The value obtained for the HOMO energy is -13.014 eV.

Structure (ORCA input):
```
! wB97M-V def2-TZVPD RIJCOSX def2/J DEFGRID3
* xyz 1 1
C -0.556 0.192 3.373
C -0.680 0.599 2.230
C -0.931 1.105 0.910
C -0.344 0.183 -0.195
C -1.583 -0.261 -0.971
C -2.398 -1.469 -0.827
F -3.433 -1.359 -1.701
C -2.854 -1.782 0.584
C -1.786 -2.558 1.359
N -1.846 0.605 -1.864
C -0.850 1.688 -1.883
C 0.349 0.902 -1.374
F 0.520 -0.098 -2.337
C 1.686 1.606 -1.206
C 2.204 1.768 0.214
C 2.711 0.475 0.907
C 2.980 -0.686 -0.002
O 4.073 -0.407 -0.871
H -0.523 -0.162 4.356
H -1.993 1.253 0.778
H -0.500 2.093 0.859
H 0.140 -0.669 0.235
H -1.797 -2.306 -1.178
H -3.213 -0.904 1.104
H -3.699 -2.442 0.469
H -1.901 -3.616 1.188
H -1.942 -2.396 2.414
H -0.773 -2.306 1.084
H -2.613 0.550 -2.521
H -0.706 2.096 -2.873
H -1.185 2.537 -1.303
H 1.548 2.604 -1.608
H 2.404 1.120 -1.847
H 1.509 2.305 0.836
H 3.062 2.419 0.140
H 1.949 0.163 1.611
H 3.597 0.710 1.472
H 2.120 -1.003 -0.586
H 3.246 -1.532 0.629
H 4.004 -1.018 -1.606
*
```

=====

| no. | maximum force (eV/A) |
| --- | --- |
| 1 | 3.3 |
| 2 | 9.7 |
| 3 | 2.0 |
| 4 | 0.5 |
| 5 | 3.4 |